## w
Computed, not measured: a cluster of 3 separate species, C3H11N3O in total, with the ωB97M-V functional and the def2-TZVPD basis.

Computed properties:
Total charge: 0
Highest occupied orbital energy: -0.2562 hartree
Frontier orbital gap: 7.69 eV
LUMO: 0.7 eV

```
18
C3H11N3O (the ωB97M-V functional and the def2-TZVPD basis)
C 0.751 1.268 0.613
C 0.171 -0.598 -0.415
C -0.740 0.435 -0.692
N 0.433 0.928 1.948
N -0.018 -1.559 0.533
N -1.587 -0.888 -1.945
O 2.124 1.316 0.254
H 2.534 0.487 0.526
H 0.372 2.260 0.377
H 1.023 -0.732 -1.068
H 0.836 1.551 2.640
H 0.637 -0.038 2.179
H 0.416 -2.451 0.353
H -0.958 -1.642 0.896
H -1.487 -0.658 -2.932
H -2.427 -1.433 -1.756
H -1.575 0.622 -0.034
H -0.505 1.132 -1.478
```

## x
Computed, not measured: a cluster of 2 separate species, C3H11N3O in total, with the ωB97M-V functional and the def2-TZVPD basis.

Computed properties:
Total charge: 0
Highest occupied orbital energy (spin up / spin down): -0.2631 / -0.2631 hartree
Frontier orbital gap (spin up / spin down): 7.93 / 7.93 eV
LUMO (spin up / spin down): 0.8 / 0.8 eV

```
18
C3H11N3O (the ωB97M-V functional and the def2-TZVPD basis)
C -2.006 1.147 0.741
N -0.623 0.954 0.399
C -0.232 -1.102 -0.559
O -0.289 1.789 -0.751
N -1.090 -1.974 -0.192
H 0.078 2.596 -0.362
H -0.974 -2.268 0.778
H -0.188 -0.705 -1.571
H -2.638 1.468 -0.096
H -2.150 1.884 1.544
H -2.434 0.204 1.094
C 2.235 -0.526 -0.578
N 1.032 -0.838 0.205
H 1.187 -1.509 0.951
H 0.472 0.169 0.725
H 2.661 -1.432 -1.011
H 2.978 -0.036 0.052
H 1.983 0.179 -1.370
```

Most stable structure - x; separation to the second - 3.0 kcal/mol.

## w
Computed, not measured: a cluster of 2 separate species, CH3N3O2 in total, with the ωB97M-V functional and the def2-TZVPD basis.

Computed properties:
SMILES: C=[N+]([O-])O.N#N
Total charge: 0
Highest occupied orbital energy (spin up / spin down): -0.3495 / -0.3495 hartree
Frontier orbital gap (spin up / spin down): 10.01 / 10.01 eV
LUMO (spin up / spin down): 0.5 / 0.5 eV

```
9
CH3N3O2 (the ωB97M-V functional and the def2-TZVPD basis)
C 0.395 -0.280 -0.828
N -3.938 -0.033 0.353
N -2.986 -0.510 0.056
N -0.021 0.814 -0.270
O 0.548 1.960 -0.233
O -1.040 0.554 0.652
H -0.317 -1.115 -0.898
H 1.258 -0.221 -1.489
H -0.987 1.374 1.087
```

## x
Computed, not measured: the molecule CH3N3O2, with the ωB97M-V functional and the def2-TZVPD basis.

Computed properties:
Total charge: 0
Highest occupied orbital energy: -0.3797 hartree
Frontier orbital gap: 11.16 eV
LUMO: 0.8 eV

```
9
CH3N3O2 (the ωB97M-V functional and the def2-TZVPD basis)
C 2.381 0.258 0.154
N 1.457 0.421 -0.524
N -0.753 0.077 1.362
N -0.505 -0.612 -0.932
O 0.365 0.425 -1.280
O -1.430 -0.165 0.163
H -0.298 0.967 1.343
H -0.101 -0.731 1.431
H -1.117 -0.641 -1.718
```

Most stable structure - w; separation to the second - 115.8 kcal/mol.

## w
Computed, not measured: a cluster of 2 separate species, CH3N3O2 in total, with the ωB97M-V functional and the def2-TZVPD basis.

Computed properties:
Total charge: 0
Highest occupied orbital energy: -0.3455 hartree
Frontier orbital gap: 9.91 eV
LUMO: 0.5 eV

```
9
CH3N3O2 (the ωB97M-V functional and the def2-TZVPD basis)
C 0.330 -1.105 -0.034
N -0.280 1.442 -0.062
N -0.959 -1.037 0.027
N 0.791 0.832 0.024
O 1.949 1.188 0.064
O 1.251 -1.831 -0.067
H -0.213 2.463 -0.111
H -1.341 -0.087 0.018
H -1.529 -1.864 0.141
```

## x
Computed, not measured: a cluster of 2 separate species, CH3N3O2 in total, with the ωB97M-V functional and the def2-TZVPD basis.

Computed properties:
Total charge: 0
Highest occupied orbital energy: -0.3301 hartree
Frontier orbital gap: 9.25 eV
LUMO: 0.3 eV

```
9
CH3N3O2 (the ωB97M-V functional and the def2-TZVPD basis)
C 0.300 -0.959 -0.765
N -0.342 1.201 0.676
N -0.816 -1.119 -0.161
N 0.773 0.872 0.248
O 1.841 1.448 0.215
O 1.135 -1.355 -1.483
H -0.436 2.137 1.085
H -1.081 -0.267 0.401
H -1.373 -1.959 -0.217
```

Most stable structure - w; separation to the second - 10.1 kcal/mol.

## w
Computed, not measured: the molecule C6H11NO4S, with the ωB97M-V functional and the def2-TZVPD basis.

Computed properties:
Total charge: 0
Highest occupied orbital energy: -0.3384 hartree
Frontier orbital gap: 8.74 eV
LUMO: -0.5 eV

```
23
C6H11NO4S (the ωB97M-V functional and the def2-TZVPD basis)
C 0.264 -1.820 0.933
C -0.564 -1.499 -0.335
C 0.649 -0.339 1.363
C -0.407 0.556 0.625
C -0.628 1.930 0.807
C -1.849 0.426 -1.271
N -1.073 -0.221 -0.239
O 2.217 -1.116 -1.086
O 3.741 0.760 -0.579
O 2.016 0.083 1.094
O 1.310 1.020 -1.270
S 2.370 0.197 -0.591
H -0.288 -2.411 1.619
H 1.131 -2.310 0.497
H 0.137 -1.472 -1.283
H -1.414 -2.166 -0.419
H 0.497 -0.103 2.347
H -0.034 2.344 1.602
H -1.739 2.088 0.823
H -0.302 2.318 -0.142
H -2.766 0.813 -0.721
H -1.181 1.253 -1.733
H -2.086 -0.330 -2.040
```

## x
Computed, not measured: the molecule C6H11NO4S, with the ωB97M-V functional and the def2-TZVPD basis.

Computed properties:
SMILES: COC(C)(C)C(C(N)=O)=S(=O)=O
Total charge: 0
Highest occupied orbital energy (spin up / spin down): -0.3441 / -0.3440 hartree
Frontier orbital gap (spin up / spin down): 7.86 / 7.86 eV
LUMO (spin up / spin down): -1.5 / -1.5 eV

```
23
C6H11NO4S (the ωB97M-V functional and the def2-TZVPD basis)
C 0.843 -0.327 -0.611
C 0.953 -1.634 -0.052
C -1.764 -0.214 -0.348
C -0.538 1.603 -1.420
C -0.160 0.709 2.070
C -0.439 0.545 -0.438
N 0.222 -2.625 -0.513
O 1.746 -1.834 0.777
O 2.371 1.905 -0.232
O 3.446 -0.147 -0.577
O -0.211 1.318 0.822
S 2.239 0.469 -0.178
H -2.541 0.418 0.131
H -1.623 -1.111 0.337
H -2.223 -0.573 -1.186
H -1.190 2.448 -1.109
H -0.702 1.191 -2.336
H 0.412 2.156 -1.483
H 0.042 1.552 2.790
H 0.684 -0.122 2.329
H -1.163 0.214 2.233
H -0.657 -2.440 -0.915
H 0.250 -3.502 -0.092
```

## y
Computed, not measured: the molecule C6H11NO4S, with the ωB97M-V functional and the def2-TZVPD basis.

Computed properties:
SMILES: CC1=C[C@H](S(N)(=O)=O)[C@@](C)(O)O1
Total charge: 0
Highest occupied orbital energy: -0.3322 hartree
Frontier orbital gap: 9.42 eV
LUMO: 0.4 eV

```
23
C6H11NO4S (the ωB97M-V functional and the def2-TZVPD basis)
C 0.505 0.976 -0.603
C 1.598 0.665 0.118
C -0.478 -0.134 -0.598
C 0.498 -1.295 0.048
C 2.703 1.622 0.480
C -0.319 -2.027 1.110
N -2.916 1.207 -0.978
O -2.851 -0.919 0.400
O -1.897 1.189 1.261
O 1.640 -0.633 0.516
O 1.061 -2.125 -0.988
S -2.084 0.273 0.156
H 0.286 1.924 -1.121
H -0.857 -0.626 -1.623
H 2.373 1.975 1.403
H 2.636 2.361 -0.276
H 3.586 1.034 0.529
H -0.269 -3.092 1.035
H -1.370 -1.727 0.793
H -0.155 -1.766 2.157
H -2.359 2.102 -0.970
H -3.354 0.994 -1.934
H 2.022 -1.978 -0.914
```

Most stable structure - w; separation to the second - 11.5 kcal/mol.